# 1
A molecular structure, C43H41IrN6O12P2S in a non-equilibrium geometry, computed with wB97M-V/def2-TZVPD.

Geometry as XYZ:
```
106
C43H41IrN6O12P2S wB97M-V/def2-TZVPD
Ir 2.109 -0.278 1.433
N 1.444 1.816 2.758
N 2.278 2.911 2.513
C 3.208 2.838 1.549
N 3.894 3.924 1.215
N 3.376 1.637 0.997
N 4.301 1.349 0.063
O 5.071 2.201 -0.326
O 4.248 0.213 -0.342
H 0.578 1.904 2.208
H 1.262 1.728 3.752
H 1.961 3.831 2.803
H 3.764 4.800 1.692
H 4.648 3.803 0.541
C 2.154 -6.822 -0.529
C 1.605 -5.701 0.286
C 1.946 -5.578 1.634
C 1.447 -4.537 2.395
C 0.570 -3.639 1.813
C 0.233 -3.731 0.478
C 0.760 -4.755 -0.286
S -0.151 -2.370 2.834
O -0.548 -2.927 4.094
O -1.214 -1.694 2.095
N 1.002 -1.210 3.144
C 1.705 -1.286 4.317
C 3.375 -1.607 3.934
O 3.817 -2.441 4.656
O 3.738 -0.865 3.038
H 2.010 -7.771 -0.018
H 3.223 -6.669 -0.669
H 1.680 -6.881 -1.504
H 2.618 -6.299 2.079
H 1.714 -4.417 3.432
H -0.438 -3.008 0.054
H 0.526 -4.820 -1.339
H 1.353 -2.061 5.003
H 1.852 -0.322 4.808
O 0.040 -0.230 0.414
P -1.454 -0.184 0.445
C -1.766 1.100 -0.874
P -1.066 2.710 -0.320
O 0.067 2.607 0.627
C -2.379 3.737 0.410
C -3.646 3.911 -0.132
C -4.536 4.785 0.469
C -4.173 5.486 1.608
C -2.917 5.303 2.164
C -2.030 4.429 1.564
C -0.503 3.434 -1.890
C -1.303 3.481 -3.024
C -0.778 3.939 -4.219
C 0.545 4.350 -4.285
C 1.353 4.287 -3.161
C 0.828 3.822 -1.967
C -2.447 0.620 1.737
C -1.943 1.070 2.945
C -2.763 1.773 3.812
C -4.091 2.003 3.491
C -4.604 1.527 2.296
C -3.781 0.846 1.419
C -2.337 -1.601 -0.290
C -1.919 -2.018 -1.549
C -2.522 -3.108 -2.152
C -3.540 -3.785 -1.499
C -3.966 -3.361 -0.250
C -3.368 -2.269 0.356
H -2.811 1.201 -1.147
H -1.195 0.800 -1.755
H -3.942 3.374 -1.021
H -5.516 4.934 0.040
H -4.869 6.170 2.069
H -2.624 5.848 3.050
H -1.044 4.269 1.977
H -2.327 3.142 -2.976
H -1.393 3.957 -5.108
H 0.951 4.700 -5.223
H 2.391 4.583 -3.220
H 1.445 3.730 -1.086
H -0.927 0.816 3.207
H -2.374 2.139 4.750
H -4.732 2.527 4.182
H -5.648 1.672 2.059
H -4.190 0.453 0.498
H -1.108 -1.492 -2.039
H -2.196 -3.432 -3.128
H -4.000 -4.643 -1.965
H -4.763 -3.888 0.253
H -3.680 -1.946 1.337
O 3.628 -3.710 -0.744
C 2.987 -2.683 -0.665
O 2.593 -2.102 0.382
C 2.529 -2.050 -1.992
C 1.959 -0.783 -2.025
C 1.596 -0.176 -3.224
C 1.801 -0.905 -4.376
O 1.568 -0.565 -5.667
C 2.034 -1.643 -6.453
O 2.421 -2.692 -5.597
C 2.324 -2.212 -4.332
C 2.696 -2.809 -3.151
H 1.820 -0.250 -1.093
H 1.200 0.826 -3.255
H 2.898 -1.312 -7.053
H 1.234 -1.980 -7.127
H 3.146 -3.789 -3.121
```

- Multiplicity: 2
- Total charge: +1
- Expectation value of S²: 0.7840
- HOMO (alpha / beta): -9.7 / -9.7 eV

# 2
A molecular structure, C43H41N9O3S3SiTl in a non-equilibrium geometry, computed with wB97M-V/def2-TZVPD.

Geometry as XYZ:
```
101
C43H41N9O3S3SiTl wB97M-V/def2-TZVPD
Tl -0.094 -0.153 0.272
C 4.961 2.010 1.405
O 5.546 2.020 0.108
C 4.820 1.748 -1.070
C 5.488 2.637 -2.086
C 4.822 3.282 -3.039
C 3.376 3.117 -3.164
C 2.643 2.408 -2.289
C 1.275 2.056 -2.661
N 0.524 1.187 -2.106
N -0.629 0.957 -2.842
C -1.191 -0.197 -2.546
O -0.737 -1.104 -1.787
C -2.537 -0.423 -3.168
C -3.329 -1.449 -2.667
C -4.605 -1.657 -3.173
C -5.090 -0.849 -4.192
C -4.297 0.173 -4.698
C -3.027 0.389 -4.185
C 3.292 1.952 -1.026
O 2.638 1.717 -0.033
H 4.429 1.087 1.621
H 5.805 2.116 2.084
H 4.286 2.857 1.532
H 6.564 2.704 -1.984
H 5.341 3.890 -3.767
H 2.887 3.530 -4.040
H 0.937 2.463 -3.618
H -2.929 -2.064 -1.872
H -5.221 -2.452 -2.770
H -6.084 -1.013 -4.590
H -4.674 0.812 -5.487
H -2.403 1.191 -4.555
S -0.772 -2.192 1.367
C 0.773 -2.932 1.808
N 0.657 -3.902 2.665
N 1.915 -4.453 3.020
C 2.370 -4.328 4.293
C 1.764 -3.459 5.213
C 2.274 -3.339 6.495
C 3.386 -4.057 6.910
C 3.985 -4.925 6.000
C 3.491 -5.067 4.720
N 1.971 -2.495 1.303
N 1.825 -1.787 0.201
C 2.904 -1.354 -0.409
C 4.248 -1.415 0.164
C 5.231 -0.679 -0.359
C 5.002 0.225 -1.546
C 3.812 -0.232 -2.352
C 2.792 -0.871 -1.770
H 2.216 -5.250 2.483
H 0.897 -2.895 4.902
H 1.792 -2.652 7.182
H 3.777 -3.949 7.913
H 4.851 -5.504 6.296
H 3.971 -5.746 4.024
H 4.395 -2.028 1.042
H 6.214 -0.672 0.094
H 5.889 0.240 -2.187
H 3.768 0.039 -3.400
H 1.885 -1.117 -2.307
C -4.718 2.361 -1.800
Si -5.511 1.957 -0.169
C -6.243 3.534 0.534
C -6.902 0.747 -0.485
C -4.422 1.230 1.184
C -5.094 0.862 2.347
C -4.421 0.326 3.436
C -3.053 0.164 3.318
N -2.384 0.507 2.228
C -3.031 1.021 1.193
S -2.028 1.429 -0.210
H -5.496 2.737 -2.470
H -4.259 1.483 -2.255
H -3.940 3.118 -1.704
H -6.982 3.960 -0.147
H -5.463 4.280 0.697
H -6.732 3.355 1.493
H -7.634 1.185 -1.166
H -7.424 0.467 0.431
H -6.515 -0.165 -0.944
H -6.170 0.985 2.404
H -4.940 0.028 4.337
H -2.457 -0.270 4.114
N -0.369 3.516 1.745
C 0.598 2.827 2.375
N 0.756 1.536 2.334
C 1.830 1.176 3.166
C 2.290 -0.115 3.374
C 3.380 -0.323 4.200
C 4.007 0.739 4.850
C 3.549 2.033 4.669
C 2.466 2.232 3.826
S 1.705 3.728 3.386
H -0.948 3.025 1.059
H -0.286 4.514 1.679
H 1.820 -0.954 2.891
H 3.738 -1.334 4.346
H 4.849 0.552 5.501
H 4.026 2.867 5.168
```

- Total charge: -1
- HOMO: -4.1 eV
- Energy above the lowest of the compared OMol25 structures with the same formula, charge and spin: 387.4 kJ/mol

# 3
A molecular structure, C43H42AsClN5O2PRuSSe, computed with wB97M-V/def2-TZVPD.

Geometry as XYZ:
```
98
C43H42AsClN5O2PRuSSe wB97M-V/def2-TZVPD
Ru 0.278 -0.017 0.073
Cl 1.223 2.496 2.275
C 0.239 3.754 1.566
C 0.715 5.051 1.622
C -0.076 6.081 1.139
C -1.333 5.803 0.626
C -1.788 4.496 0.578
C -1.005 3.434 1.035
P -1.578 1.696 0.937
C -2.129 1.322 2.620
C -2.649 0.059 2.894
C -3.085 -0.248 4.170
C -2.991 0.695 5.185
C -2.466 1.950 4.920
C -2.041 2.266 3.638
C -3.069 1.789 -0.082
C -2.928 2.170 -1.418
C -4.051 2.368 -2.204
C -5.317 2.147 -1.676
C -5.457 1.740 -0.359
C -4.338 1.572 0.442
H 1.689 5.245 2.045
H 0.289 7.098 1.175
H -1.962 6.601 0.261
H -2.772 4.301 0.177
H -2.699 -0.693 2.116
H -3.490 -1.228 4.377
H -3.328 0.450 6.182
H -2.393 2.687 5.706
H -1.643 3.253 3.440
H -1.939 2.349 -1.834
H -3.941 2.695 -3.229
H -6.192 2.295 -2.293
H -6.441 1.566 0.054
H -4.457 1.282 1.478
S -1.054 -2.023 0.375
C -2.189 -2.448 -0.921
C -3.255 -3.295 -0.621
C -4.156 -3.649 -1.609
C -4.005 -3.178 -2.907
C -2.941 -2.343 -3.222
C -2.036 -1.980 -2.235
As -0.501 -0.853 -2.534
C -0.787 -0.231 -4.352
C -1.711 0.788 -4.553
C -2.014 1.218 -5.835
C -1.391 0.635 -6.928
C -0.474 -0.387 -6.733
C -0.172 -0.824 -5.451
C 0.919 -2.174 -2.741
C 2.142 -1.763 -3.252
C 3.207 -2.650 -3.333
C 3.045 -3.962 -2.914
C 1.818 -4.384 -2.418
C 0.756 -3.495 -2.327
H -3.376 -3.668 0.386
H -4.984 -4.298 -1.362
H -4.711 -3.464 -3.674
H -2.821 -1.981 -4.235
H -2.222 1.238 -3.706
H -2.738 2.008 -5.981
H -1.620 0.973 -7.929
H 0.008 -0.852 -7.581
H 0.533 -1.634 -5.323
H 2.283 -0.752 -3.606
H 4.154 -2.302 -3.724
H 3.867 -4.661 -2.987
H 1.683 -5.410 -2.106
H -0.194 -3.837 -1.936
N 2.089 -1.523 0.478
C 2.623 -1.365 1.830
C 3.037 -2.726 2.416
C 3.614 -2.770 3.827
C 4.871 -1.929 4.028
N 4.472 -0.525 4.069
C 5.206 0.501 3.707
N 6.528 0.389 3.504
N 4.602 1.681 3.532
C 1.594 -0.608 2.694
O 1.971 -0.110 3.769
O 0.421 -0.524 2.235
H 1.549 -2.382 0.376
H 2.818 -1.526 -0.229
H 3.502 -0.716 1.748
H 3.761 -3.158 1.717
H 2.161 -3.383 2.383
H 3.861 -3.809 4.052
H 2.870 -2.469 4.569
H 5.577 -2.096 3.206
H 5.365 -2.206 4.963
H 3.427 -0.344 4.089
H 7.010 -0.443 3.793
H 7.086 1.192 3.275
H 3.592 1.723 3.560
H 5.112 2.497 3.248
Se 2.157 1.523 -0.799
C 3.225 1.187 -2.261
N 3.957 1.035 -3.139
```

- Multiplicity: 6
- Total charge: +1
- Expectation value of S²: 8.7727
- HOMO (alpha / beta): -9.3 / -10.0 eV
- Energy above the lowest of the compared OMol25 structures with the same formula, charge and spin: 0.0 kJ/mol

# 4
3 unconnected molecules or ions with the total composition C43H42BNO14P2S in a non-equilibrium geometry, computed with wB97M-V/def2-TZVPD.

Geometry as XYZ:
```
104
C43H42BNO14P2S wB97M-V/def2-TZVPD
C 5.333 -1.419 1.000
C 4.254 -0.705 0.117
C 4.435 -0.498 -1.327
C 3.422 0.131 -2.182
C 2.140 0.614 -1.610
C 1.099 1.227 -2.595
C -0.408 0.901 -2.287
B -0.979 1.965 -1.197
N -2.333 1.872 -0.575
O -0.156 3.064 -0.734
O -1.051 1.419 -3.496
P -2.295 0.472 -4.186
O -3.577 0.968 -3.107
C -3.014 1.892 -5.325
P -4.331 1.301 -6.455
O -5.446 0.546 -5.772
O -5.071 2.698 -7.090
O -3.760 0.483 -7.776
C -1.330 -0.047 -5.781
O -0.391 0.654 -6.248
O -1.649 -1.195 -6.372
O -1.851 -0.937 -3.247
C -0.902 -0.602 -2.220
O -1.662 -0.961 -1.020
C 0.123 -1.792 -2.347
C 0.915 -1.848 -3.713
C 0.585 -3.164 -4.551
S 1.619 -3.323 -6.076
C 1.976 0.430 -0.175
C 2.996 -0.200 0.685
H 6.187 -1.798 0.373
H 4.839 -2.351 1.412
H 5.667 -0.810 1.875
H 5.386 -0.864 -1.781
H 3.592 0.246 -3.277
H 1.359 0.832 -3.620
H 1.306 2.333 -2.658
H -2.180 1.415 0.329
H -2.678 2.827 -0.408
H -0.014 2.957 0.223
H -3.311 -0.414 -4.732
H -3.953 0.147 -2.747
H -2.215 2.495 -5.832
H -3.524 2.603 -4.605
H -5.627 2.368 -7.824
H -3.946 -0.472 -7.669
H -2.108 -1.799 -1.222
H -0.487 -2.743 -2.284
H 0.872 -1.860 -1.513
H 0.725 -0.992 -4.411
H 2.027 -1.830 -3.493
H -0.475 -3.017 -4.912
H 0.691 -4.030 -3.850
H 2.436 -2.221 -6.165
H 1.045 0.762 0.336
H 2.839 -0.342 1.780
C -8.310 -2.189 3.602
C -8.707 -0.913 3.991
C -8.789 0.105 3.053
C -8.461 -0.145 1.723
C -8.040 -1.417 1.339
C -7.976 -2.441 2.280
C -7.640 -1.688 -0.068
O -7.277 -2.801 -0.400
C -7.684 -0.579 -1.049
C -7.259 -0.799 -2.357
C -7.309 0.232 -3.288
C -7.793 1.482 -2.916
C -8.213 1.710 -1.613
C -8.152 0.685 -0.672
C -8.569 0.949 0.722
O -8.990 2.045 1.053
H -8.255 -2.987 4.335
H -8.956 -0.713 5.028
H -9.103 1.096 3.358
H -7.662 -3.434 1.982
H -6.883 -1.771 -2.652
H -6.972 0.061 -4.305
H -7.837 2.283 -3.645
H -8.584 2.688 -1.329
C 6.836 -3.002 6.911
C 7.595 -2.853 8.069
C 8.263 -1.662 8.314
C 8.185 -0.618 7.396
C 7.443 -0.777 6.225
C 6.760 -1.967 5.991
C 7.389 0.308 5.213
O 6.741 0.172 4.196
C 8.148 1.559 5.464
C 8.154 2.563 4.500
C 8.850 3.741 4.730
C 9.535 3.925 5.928
C 9.536 2.925 6.889
C 8.851 1.735 6.657
C 8.889 0.658 7.677
O 9.491 0.816 8.723
H 6.307 -3.929 6.726
H 7.664 -3.667 8.781
H 8.849 -1.549 9.219
H 6.172 -2.089 5.089
H 7.619 2.426 3.567
H 8.857 4.519 3.976
H 10.072 4.849 6.109
H 10.075 3.070 7.818
```

- Total charge: -2
- HOMO: -0.5 eV
- Energy above the lowest of the compared OMol25 structures with the same formula, charge and spin: 275.7 kJ/mol

Number 1: E_tot -111007.6874 eV. Number 2: E_tot -109886.2641 eV. Number 3: E_tot -218227.2437 eV. Number 4: E_tot -105520.5167 eV.